Entry 1:
Density functional theory data (wB97M-V/def2-TZVPD) for a structure of composition C43H38BaN7.

Structure (XYZ):
```
89
Properties=species:S:1:pos:R:3:forces:R:3
Ba 0.0285 0.2436 0.0123 0.2 -0.7 -0.6
C 2.4480 -2.8162 -0.5518 0.0 0.0 0.0
C 1.4543 -3.6768 -1.3090 0.0 -0.1 0.0
C 0.4475 -2.9536 -2.1667 0.0 0.0 0.0
C -0.6391 -3.6562 -2.6872 0.0 0.0 0.0
C -1.4557 -3.0452 -3.6174 0.0 0.0 0.0
C -1.1723 -1.7391 -4.0007 0.0 0.0 0.0
C -0.1107 -1.1002 -3.3902 0.0 0.1 0.0
N 0.6833 -1.6807 -2.4849 0.0 -0.1 0.0
N 1.9178 -2.0691 0.5963 0.0 0.1 0.1
C 1.3889 -2.9699 1.6178 0.0 0.0 0.0
C -0.0315 -3.4339 1.3915 0.0 0.0 0.0
C -0.4361 -4.6434 1.9483 0.0 0.0 0.0
C -1.7606 -5.0244 1.8411 0.0 0.0 0.0
C -2.6415 -4.1749 1.1900 0.0 0.0 0.0
C -2.1456 -2.9945 0.6709 -0.1 0.0 0.0
N -0.8661 -2.6242 0.7423 0.1 0.0 0.1
C 3.0338 -1.2680 1.1287 0.1 0.0 0.0
C 2.6883 -0.4880 2.3704 0.0 0.1 0.1
C 3.4002 -0.6491 3.5482 0.0 0.0 0.0
C 3.0425 0.1030 4.6587 0.0 0.0 0.0
C 1.9765 0.9790 4.5607 0.0 0.0 0.0
C 1.3084 1.0694 3.3486 0.1 0.0 0.1
N 1.6605 0.3640 2.2769 0.1 0.0 0.1
H 3.2710 -3.4636 -0.2087 0.0 0.0 0.0
H 2.8849 -2.0901 -1.2355 0.0 0.0 0.0
H 2.0437 -4.3041 -1.9873 0.0 0.0 0.0
H 0.9379 -4.3789 -0.6538 0.0 0.0 0.0
H -0.8131 -4.6773 -2.3739 0.0 0.0 0.0
H -2.2917 -3.5772 -4.0519 0.0 0.0 0.0
H -1.7634 -1.2285 -4.7488 0.0 0.0 0.0
H 0.1292 -0.0691 -3.6341 0.0 0.0 0.0
H 2.0445 -3.8449 1.7494 0.0 0.0 0.0
H 1.3887 -2.4430 2.5753 0.0 0.0 0.0
H 0.2847 -5.2668 2.4613 0.0 0.0 0.0
H -2.1015 -5.9584 2.2673 0.0 0.0 0.0
H -3.6928 -4.4058 1.0996 0.0 0.0 0.0
H -2.8314 -2.2954 0.2092 0.0 0.0 0.0
H 3.9097 -1.8998 1.3405 0.0 0.0 0.0
H 3.3349 -0.5694 0.3413 0.0 0.0 0.0
H 4.2196 -1.3540 3.5902 0.0 0.0 0.0
H 3.5848 -0.0030 5.5887 0.0 0.0 0.0
H 1.6570 1.5754 5.4028 0.0 0.0 0.0
H 0.4513 1.7245 3.2357 0.0 0.0 0.0
N -2.4754 0.0589 -1.4664 -0.1 0.0 0.0
C -3.2253 1.2229 -1.1198 0.0 0.1 -0.1
C -3.3909 2.2097 -2.0873 0.0 0.0 0.1
C -4.0914 3.3708 -1.8008 0.0 0.0 0.0
C -4.6425 3.5445 -0.5401 0.0 0.0 0.0
C -4.4680 2.5602 0.4211 0.0 0.0 0.0
C -3.7486 1.3939 0.1676 0.0 0.0 -0.1
C -3.4930 0.4246 1.2763 0.1 0.1 -0.1
C -4.5673 -0.1285 1.9753 0.1 0.0 0.0
C -4.3273 -0.8990 3.1055 -0.1 0.0 0.0
C -3.0220 -1.0771 3.5460 -0.1 0.0 0.0
C -1.9741 -0.5288 2.8148 0.0 -0.1 -0.1
C -2.1501 0.2087 1.6330 -0.1 0.2 0.4
H -2.5096 -0.1033 -2.4642 0.0 0.0 0.0
H -2.8250 -0.7682 -0.9971 -0.1 0.1 0.1
H -2.9801 2.0579 -3.0802 0.0 0.0 0.0
H -4.2174 4.1251 -2.5660 0.0 0.0 0.0
H -5.2019 4.4399 -0.3056 0.0 0.0 0.0
H -4.8774 2.6969 1.4149 0.0 0.0 0.0
H -5.5851 0.0501 1.6446 0.0 0.0 0.0
H -5.1562 -1.3317 3.6522 0.0 0.0 0.0
H -2.8347 -1.6392 4.4545 0.0 0.0 0.0
H -0.9630 -0.7080 3.1897 0.0 -0.1 0.0
C 4.3108 0.9504 -3.1063 0.0 0.0 0.0
C 3.1247 0.4850 -2.5222 0.0 0.0 0.0
N 2.2825 1.2522 -1.8575 0.1 0.1 -0.1
C 2.5676 2.5730 -1.7796 -0.1 0.0 0.1
C 3.7320 3.1354 -2.3242 0.0 0.0 0.0
C 4.6220 2.2788 -2.9935 0.0 -0.1 0.0
C 3.9745 4.5460 -2.2096 0.0 0.0 0.0
C 3.0788 5.3550 -1.6131 0.0 0.0 0.0
C 1.8561 4.8262 -1.0768 0.0 0.0 0.0
C 0.8761 5.6496 -0.4932 0.0 0.0 0.0
C -0.2826 5.0923 -0.0224 0.0 0.0 0.0
C -0.4432 3.7043 -0.1260 -0.1 0.0 0.0
N 0.4628 2.9066 -0.6575 0.0 0.2 0.0
C 1.6012 3.4493 -1.1412 0.0 0.0 0.0
H 4.9540 0.2610 -3.6347 0.0 0.0 0.0
H 2.8371 -0.5544 -2.6119 0.0 0.0 0.0
H 5.5308 2.6778 -3.4261 0.0 0.0 0.0
H 4.8905 4.9454 -2.6258 0.0 0.0 0.0
H 3.2562 6.4200 -1.5364 0.0 0.0 0.0
H 1.0468 6.7171 -0.4322 0.0 0.0 0.0
H -1.0643 5.6921 0.4209 0.0 0.0 0.0
H -1.3552 3.2349 0.2393 0.0 0.0 0.0
```
Forces are in eV/Å.

The HOMO-LUMO gap is 6.6 eV. As for the total energy: -2070.11899 Eh. The energy above the lowest of the compared OMol25 structures with the same formula, charge and spin comes out at 3.4 kJ/mol. The net charge is +1. As for the HOMO energy: -9.11 eV.


Entry 2:
Density functional theory data (wB97M-V/def2-TZVPD) for a cluster of 2 separate species, CH6N3S2 in total in a non-equilibrium geometry.

Structure (XYZ):
```
12
Properties=species:S:1:pos:R:3:forces:R:3
C -0.7191 0.5933 -0.7346 0.0 -1.6 0.1
N 1.6989 -0.9433 0.5696 0.0 4.3 -0.7
N -1.6958 1.4993 -0.6961 0.9 2.2 -1.9
N -2.9160 1.3380 -0.8919 -2.6 -3.8 0.6
S -0.2457 -0.5992 -1.7699 -0.5 1.0 0.0
S -0.5314 1.0389 0.8987 0.4 0.4 1.3
H 0.9027 -0.3351 0.9573 0.6 -1.0 -0.1
H 2.4972 -0.2749 0.4983 0.2 -1.3 1.3
H 1.4850 -0.9530 -0.4177 -1.0 -1.0 -1.1
H -3.5484 2.1392 -1.0217 0.6 -0.5 0.5
H -3.3061 0.3051 -0.7202 0.5 2.9 -0.8
H 1.7272 -1.8244 0.9897 0.8 -1.6 0.9
```
Forces are in eV/Å.

The HOMO-LUMO gap is 8.1 eV. As for the total energy: -1001.98080 Eh. The energy above the lowest of the compared OMol25 structures with the same formula, charge and spin comes out at 267.4 kJ/mol. The net charge is +1. As for the HOMO energy: -13.27 eV.


Entry 3:
Density functional theory data (wB97M-V/def2-TZVPD) for a structure of composition C28H54AuOP2 in a non-equilibrium geometry.

Structure (XYZ):
```
86
Properties=species:S:1:pos:R:3:forces:R:3
Au -1.0922 3.1051 0.0281 5.4 -5.5 3.5
C 2.3416 0.5687 -1.6596 -0.2 0.7 1.4
C 2.1994 1.7456 -0.8917 0.0 -1.7 -0.3
C 2.8933 0.0719 0.5363 -0.4 1.7 -0.7
C 2.8156 -0.4858 -0.7955 -0.3 0.4 0.2
C 2.5164 1.4367 0.4702 0.3 -1.8 -0.4
C 2.1507 0.4751 -3.1137 0.0 0.0 -0.7
H 1.2083 0.9480 -3.4247 0.1 -0.1 -0.1
H 2.1373 -0.5725 -3.4331 0.0 0.2 -0.1
H 2.9647 0.9802 -3.6579 -0.2 -0.1 -0.1
C 3.1452 -1.8004 -1.1555 0.7 0.5 -0.7
H 2.9361 -2.1161 -2.1799 0.3 0.0 0.1
H 2.0846 -2.7523 -0.3145 -0.4 -0.2 0.4
H 4.0159 -2.2616 -0.6790 -0.4 -0.1 0.0
C 3.3477 -0.6756 1.7154 0.2 -0.6 0.5
H 4.4287 -0.8904 1.6768 -0.2 0.0 0.1
H 2.8268 -1.6439 1.7629 0.2 0.1 0.2
H 3.1502 -0.1295 2.6459 0.1 -0.1 0.0
C 2.5069 2.4139 1.5751 0.2 0.3 0.4
H 3.2503 3.2129 1.3993 -0.3 -0.1 0.2
H 2.7534 1.9299 2.5300 -0.1 0.2 -0.2
H 1.5135 2.8863 1.6754 0.1 0.2 0.1
C 1.8777 3.0745 -1.4435 0.1 0.3 0.0
H 2.6155 3.3542 -2.2155 -0.4 0.2 0.1
H 1.8849 3.8460 -0.6655 0.1 0.1 0.0
H 0.8816 3.0927 -1.9138 -0.1 0.1 -0.3
C -2.8329 2.3511 -0.6296 -1.2 -0.3 -3.7
C -1.8881 2.9684 -1.6788 -3.5 -2.7 -3.5
C -1.8975 4.4960 -1.9605 0.6 0.9 -0.4
C -1.2978 5.5287 -0.7375 0.6 -0.3 -0.5
C -1.1162 4.8916 0.6749 -2.3 3.4 2.9
C -2.3285 4.2427 1.2679 1.0 3.2 0.3
C -3.6429 4.5002 0.5268 -0.6 -0.4 -0.2
C -4.0426 3.2500 -0.3728 0.0 0.1 1.0
H -2.8446 4.9156 -2.3586 0.3 -0.4 0.5
H -1.8844 6.4625 -0.7259 0.1 -0.5 0.0
H -1.1468 4.6668 -2.7617 -0.6 -0.3 0.4
H -4.5065 3.5518 -1.3304 0.5 0.0 0.4
H -2.8763 1.2661 -0.2648 0.1 1.4 -1.5
H -1.4242 2.2974 -2.4572 -0.4 0.8 1.0
H -4.8498 2.7259 0.1537 0.4 -0.2 0.0
H -4.4622 4.6531 1.2364 0.3 -0.1 0.1
H -2.3958 3.7928 2.2894 0.4 0.8 -0.9
H -3.6514 5.4300 -0.0800 0.5 -0.7 0.4
H -0.2833 5.7895 -1.0973 -0.6 0.0 0.3
H -0.2077 5.0218 1.2966 -0.6 0.5 -0.5
P -2.0351 -1.4855 -1.8449 0.5 -0.5 -0.1
C -0.4917 -2.4753 -2.0259 0.0 0.1 0.1
H -0.6816 -3.3912 -2.6051 0.1 0.2 0.1
H -0.0999 -2.7475 -1.0323 -0.1 0.0 -0.5
H 0.2778 -1.8732 -2.5288 -0.1 -0.1 0.2
C -3.2294 -2.8886 -1.8093 -0.3 0.3 0.3
H -3.2765 -3.3732 -2.7939 0.0 0.0 0.3
H -4.2161 -2.4846 -1.5477 0.1 -0.3 -0.1
H -2.9262 -3.6120 -1.0419 -0.1 0.1 -0.2
C -2.3011 -0.9624 -3.5914 -0.2 0.3 0.0
H -2.9831 -0.1019 -3.5806 0.1 -0.2 -0.3
H -2.7594 -1.7800 -4.1645 0.2 0.3 0.0
H -1.3544 -0.6543 -4.0541 -0.2 -0.1 0.1
P -1.0575 -0.5057 3.1955 0.8 0.1 -0.3
C 0.1746 0.4460 4.1823 -0.1 0.3 0.1
H -0.1317 0.3751 5.2696 0.5 0.2 -1.2
H 0.0900 1.5048 3.7986 0.1 -0.9 0.7
H 1.2422 0.1214 4.0309 -1.2 0.0 0.0
C -2.7828 -0.1840 3.7453 -0.1 0.0 -0.2
H -2.9911 0.8956 3.4713 0.1 -1.2 0.7
H -2.8501 -0.3959 4.8590 -0.1 0.4 -1.4
H -3.5072 -0.8162 3.1625 0.8 0.5 0.7
C -0.5121 -1.7503 1.9705 -0.1 -0.5 -0.5
H -0.3500 -2.7775 2.4584 -0.3 1.6 -0.9
H 0.4114 -1.4099 1.4205 -0.4 -0.2 1.0
H -1.2374 -1.7639 1.1057 0.3 -0.3 1.1
C 3.2319 -4.5828 1.0306 0.1 -0.1 0.0
C 1.7556 -4.5225 0.6425 0.0 0.5 -0.3
C 1.4637 -5.4185 -0.5569 0.0 -0.2 0.0
C 0.9107 -4.9408 1.8351 0.0 -0.1 0.1
O 1.3900 -3.1716 0.3070 0.0 -0.5 0.5
H 3.4596 -5.5841 1.4298 0.1 0.3 -0.1
H 3.4422 -3.8279 1.8062 0.0 -0.3 -0.3
H 3.8583 -4.3934 0.1452 -0.1 -0.1 0.4
H 1.6922 -6.4617 -0.3073 -0.1 0.1 -0.1
H 0.4062 -5.3439 -0.8372 0.2 0.0 0.0
H 2.0759 -5.1244 -1.4180 -0.1 0.0 0.2
H 1.1429 -4.3157 2.7050 0.0 -0.1 -0.1
H -0.1586 -4.8536 1.6159 0.1 -0.1 -0.1
H 1.1335 -5.9845 2.0901 -0.1 0.2 0.0
```
Forces are in eV/Å.

As for the multiplicity: 3. Its expectation value of S² is 2.023. The HOMO-LUMO gap (alpha / beta) is 2.6 / 2.9 eV. As for the total energy: -1992.23455 Eh. The energy above the lowest of the compared OMol25 structures with the same formula, charge and spin comes out at 862.6 kJ/mol. The net charge is +1. As for the HOMO energy (alpha / beta): -6.79 / -8.00 eV.


Entry 4:
Density functional theory data (wB97M-V/def2-TZVPD) for a structure of composition C17H20F6GeN6O4PPt in a non-equilibrium geometry.

Structure (XYZ):
```
56
Properties=species:S:1:pos:R:3:forces:R:3
Pt -0.0044 -0.8363 0.1922 0.5 -0.7 -0.3
N -0.7163 -5.1249 0.0207 0.0 0.2 0.0
C -1.2520 -3.9351 0.2817 0.0 0.1 0.1
N -0.2851 -3.0300 0.2475 -0.2 -0.1 -0.1
C 0.8308 -3.7430 -0.0637 0.0 -0.2 0.0
N 0.6014 -5.0240 -0.2063 0.3 0.1 0.0
C 2.1044 -3.0475 -0.2201 0.0 -0.1 0.1
C 3.3032 -3.6908 -0.5040 -0.3 -0.1 0.0
N 4.4305 -3.0183 -0.6434 0.2 -0.1 0.0
C 4.3746 -1.7062 -0.5133 0.0 0.3 0.0
C 3.1874 -1.0298 -0.2382 0.1 0.0 -0.1
N 2.0566 -1.7117 -0.0816 0.0 -0.1 0.0
H -1.1713 -6.0287 -0.0288 0.0 0.1 0.0
H -2.2910 -3.7618 0.4880 -0.1 0.0 0.0
H 3.3320 -4.7669 -0.6207 0.0 0.0 0.0
H 5.2975 -1.1539 -0.6349 0.0 0.0 0.0
H 3.1416 0.0459 -0.1690 0.0 0.0 0.0
O 0.4711 -0.7882 -2.1204 0.0 -0.1 0.3
C -0.1110 -0.0837 -2.9284 0.0 0.1 -0.2
C -1.4909 0.3798 -2.8068 0.0 0.4 -0.2
C -1.9523 1.3049 -3.7129 0.2 -0.4 0.3
C -3.2675 1.7756 -3.5950 -0.1 -0.3 -0.1
C -4.1533 1.3236 -2.6205 -0.1 -0.1 0.1
C -3.7308 0.3665 -1.7367 -0.3 0.1 -0.1
C -2.3761 -0.1272 -1.7685 0.1 -0.2 -0.3
O -2.0165 -1.0048 -0.9467 -0.2 0.5 0.4
N -3.7308 2.7904 -4.5648 0.5 0.6 0.7
O -2.9430 3.0964 -5.4254 0.0 -0.2 -0.5
O -4.7844 3.3157 -4.3183 -0.5 -0.1 -0.2
H 0.4197 0.2348 -3.8356 0.0 0.0 0.0
H -1.3345 1.6893 -4.5131 0.1 0.0 0.0
H -5.1553 1.7317 -2.5948 0.0 0.0 0.0
H -4.3820 -0.0305 -0.9727 -0.1 0.0 0.0
C -0.7282 2.3746 3.9978 0.1 -0.3 0.1
Ge 0.3423 1.1339 2.9481 -0.4 0.5 0.2
C 1.3035 -0.5173 3.8713 0.2 0.0 0.1
C 2.1905 1.9705 2.8354 0.6 -0.1 0.5
C -0.9096 0.1493 1.8041 0.0 -0.2 -0.1
H -0.1974 2.6626 4.9021 0.0 0.0 0.1
H -1.6875 1.9303 4.2538 0.0 0.0 0.1
H -0.8954 3.2610 3.3840 0.0 -0.1 0.0
H 1.7626 -0.1073 4.7596 0.1 0.0 0.1
H 2.0234 -0.9361 3.1783 0.0 0.0 -0.1
H 0.4426 -1.1562 4.0569 -0.1 0.1 0.0
H 2.5341 2.0720 3.8570 0.0 0.0 0.1
H 1.9316 2.9253 2.3736 0.1 -0.2 0.3
H 2.8515 1.3682 2.2230 0.0 0.1 0.2
H -1.5292 0.9272 1.3578 -0.1 0.0 0.0
H -1.5122 -0.5291 2.4113 0.0 0.0 -0.1
F 1.5092 1.2552 0.4786 -0.2 -0.1 -0.6
P 0.8246 2.6581 -0.1880 0.1 -0.4 -1.0
F 1.4637 2.2376 -1.5913 0.0 0.1 0.1
F 0.0868 3.9144 -0.7643 0.1 -0.1 0.3
F 2.1147 3.4417 0.2616 -0.1 0.2 -0.1
F 0.1579 2.8560 1.3091 -0.5 0.3 -0.4
F -0.4817 1.6967 -0.5650 0.1 0.3 0.1
```
Forces are in eV/Å.

As for the multiplicity: 6. Its expectation value of S² is 8.804. The HOMO-LUMO gap (alpha / beta) is 8.5 / 6.2 eV. As for the total energy: -4425.38391 Eh. The energy above the lowest of the compared OMol25 structures with the same formula, charge and spin comes out at 89.7 kJ/mol. The net charge is +2. As for the HOMO energy (alpha / beta): -15.00 / -15.82 eV.


Entry 5:
Density functional theory data (wB97M-V/def2-TZVPD) for a structure of composition Cl3FLi3 in a non-equilibrium geometry.

Structure (XYZ):
```
7
Properties=species:S:1:pos:R:3:forces:R:3
Li -0.8599 -1.4121 1.0430 -0.1 -2.9 4.2
Li 1.4951 1.1494 -0.8394 1.1 1.3 -3.8
Li -0.0410 0.0914 -0.1738 0.3 -4.3 1.0
Cl -0.2927 -1.8691 -0.5828 2.0 -4.1 -4.6
Cl -1.5247 0.2174 0.8361 -7.1 4.7 3.5
Cl 1.2957 0.7943 0.9015 4.2 0.4 6.9
F -0.0724 1.0286 -1.1846 -0.5 4.9 -7.1
```
Forces are in eV/Å.

The HOMO-LUMO gap is 7.2 eV. As for the total energy: -1503.22006 Eh. The energy above the lowest of the compared OMol25 structures with the same formula, charge and spin comes out at 509.0 kJ/mol. The net charge is -1. As for the HOMO energy: -4.64 eV.